ORCA calculation (ωB97M-V/def2-TZVPD) on a 9-piece molecular cluster, C29H59BCl16O5PS overall.

Output
charge = -1
2S+1 = 1
relative energy (zero: lowest compared OMol25 entry of this formula, charge and spin) = 0.0 kcal per mole
gap between HOMO and LUMO = 0.207 Ha
E_LUMO = 1.705 eV
E = -262425.7755 eV

Each line ends with the Löwdin charge.
Positions of all 112 atoms, in Å:
C 0.74210 3.42309 -0.09088  -0.0477
C 0.05704 2.28938 -0.27769  -0.1587
C 0.22542 1.15423 0.72903  -0.1517
C -1.01290 0.20654 0.83670  -0.3107
O -0.98099 -0.92712 0.03250  -0.3053
P -0.18777 -2.31628 0.85322  0.6633
C 0.61765 -3.67339 1.91595  -0.2601
C 2.00818 -4.15751 1.44634  -0.2255
C 3.02874 -3.02113 1.18566  -0.3895
C 4.44625 -3.69138 1.16309  -0.0679
C 3.03556 -1.96409 2.30035  -0.1732
C 3.85399 -0.67038 2.02488  -0.1815
C 4.01352 -0.33958 0.54653  -0.0925
C 3.62394 0.80809 -0.07143  -0.3098
C 2.76627 0.70954 -1.34354  -0.0839
C 4.01673 2.20954 0.38590  -0.1246
C -1.95973 -3.15197 0.80416  -0.4897
S -2.70855 -3.01200 -0.87087  0.8463
C -4.03682 -1.77799 -0.75836  -0.5250
C -3.76192 -0.63175 -1.77381  -0.1817
B 0.21792 -3.09511 -0.91396  -0.7039
O 0.22258 -4.46044 -1.21705  0.0968
O 0.52521 -2.23000 -1.98792  -0.0411
C 1.67448 -2.64217 -2.71895  -0.1480
O -0.50057 -1.48417 2.39683  -0.2462
C -1.10813 -0.24574 2.33995  -0.3581
O -2.42521 -0.46352 2.91252  -0.0979
C -3.26830 0.65945 2.90117  -0.2922
C -4.67650 0.17436 3.36159  -0.0959
H 1.33384 3.53514 0.81554  0.0408
H 0.74698 4.24306 -0.80349  0.0489
H -0.62602 2.15462 -1.11325  0.1086
H 1.11318 0.59030 0.41237  0.0813
H 0.51388 1.62985 1.67798  0.0319
H -1.83992 0.83084 0.46302  0.1229
H 0.98984 -1.46229 0.78747  0.0550
H -0.03603 -4.55884 1.98927  0.0728
H 0.72093 -3.32416 2.94724  0.0738
H 2.43771 -4.76544 2.26435  0.1065
H 1.99038 -4.81864 0.57307  0.0955
H 2.84134 -2.62879 0.18338  0.0998
H 5.15562 -3.00693 0.68789  0.0602
H 4.75878 -3.87663 2.19463  0.0720
H 4.35576 -4.62923 0.60550  0.0714
H 2.02913 -1.67578 2.61349  0.0829
H 3.48341 -2.44855 3.18162  0.1112
H 3.29258 0.16326 2.46602  0.1047
H 4.83129 -0.66253 2.53474  0.0617
H 4.44777 -1.11611 -0.09012  0.1010
H 2.07037 -0.12693 -1.27640  0.0613
H 3.35663 0.63644 -2.26843  0.0458
H 2.17965 1.63183 -1.41705  0.0433
H 3.33014 2.94662 -0.04939  0.0257
H 4.05519 2.30288 1.47335  0.0456
H 4.99702 2.40610 -0.06185  0.0393
H -1.93196 -4.23255 1.00392  0.0196
H -2.63960 -2.67771 1.52011  0.0372
H -4.98592 -2.27192 -0.98534  0.0490
H -4.06008 -1.40998 0.27045  0.0433
H -2.79537 -0.80867 -2.25672  0.0513
H -4.52082 -0.59485 -2.56293  0.0526
H -3.68606 0.34015 -1.27881  0.0309
H -0.28219 -4.90331 -0.53046  0.0753
H 2.17261 -1.75478 -3.12390  0.0721
H 1.37869 -3.25708 -3.58309  0.0675
H 2.36611 -3.21622 -2.09348  0.0710
H -0.58817 0.37696 3.07798  0.1129
H -3.37564 1.13444 1.91752  0.0854
H -2.94698 1.43554 3.61685  0.0911
H -5.23990 -0.16769 2.48566  -0.0080
H -4.49480 -0.70797 3.98088  0.0761
H -5.22158 0.96519 3.88121  0.0643
C 7.46018 2.94752 2.48579  -1.0270
Cl 6.86266 1.29119 2.35433  0.5629
Cl 6.13335 4.11321 2.60366  0.5169
H 8.07339 3.02819 3.37653  -0.0671
H 8.04792 3.17767 1.60367  0.0267
C 9.98115 3.19075 6.37392  -1.0139
Cl 8.90303 1.91157 6.93666  0.5165
Cl 10.25187 3.09534 4.62822  0.5431
H 9.53325 4.15087 6.60289  0.0253
H 10.93543 3.09163 6.87810  0.0217
C -7.38557 1.83382 -0.23638  -0.9914
Cl -5.96290 1.08597 0.48668  0.6300
Cl -7.27594 1.88730 -2.00443  0.5288
H -8.26102 1.25672 0.03877  0.0271
H -7.47458 2.84834 0.13500  0.0249
C -10.23500 1.90133 -4.42103  -1.0162
Cl -11.10775 0.36974 -4.27943  0.5172
Cl -11.30422 3.28422 -4.14757  0.4964
H -9.44269 1.92029 -3.68198  -0.0419
H -9.81987 1.97431 -5.41993  0.0285
C -0.50937 3.15581 5.12320  -1.0072
Cl 0.89074 2.46255 5.95222  0.5057
Cl -0.33064 3.08695 3.36872  0.6141
H -1.39323 2.59205 5.40351  0.0186
H -0.61365 4.19189 5.42498  0.0194
C -13.44810 1.46716 -7.23499  -1.0372
Cl -12.39337 2.08655 -8.51223  0.4926
Cl -14.35733 0.04915 -7.77173  0.4994
H -12.83673 1.18906 -6.38426  -0.0329
H -14.14831 2.24482 -6.95311  0.0262
C 3.20866 -3.30383 -5.93876  -1.0298
Cl 4.04846 -3.87589 -4.49820  0.5499
Cl 4.25091 -3.34127 -7.37142  0.4871
H 2.35003 -3.94094 -6.11666  0.0281
H 2.88675 -2.28215 -5.76942  0.0241
C 4.93681 3.30525 -4.32404  -1.0120
Cl 4.44204 3.34176 -2.62920  0.5992
Cl 4.54861 1.75958 -5.09175  0.5050
H 4.42020 4.09607 -4.85601  0.0210
H 6.00882 3.45730 -4.37703  0.0208

Cartesian forces (eV/Å) of the 3 atoms listed first:
C -0.5576 -0.1968 -0.2325
C 0.3655 0.1612 1.0436
C 0.1542 0.1902 -0.8230

---

ORCA calculation (ωB97M-V/def2-TZVPD) on a 3-piece molecular cluster, C29H59N2O6 overall.

Output
charge = +1
2S+1 = 1
gap between HOMO and LUMO = 0.218 Ha
E_LUMO = -4.756 eV
E = -46285.1664 eV

Each line ends with the Löwdin charge.
Positions of all 96 atoms, in Å:
C -5.27882 -1.80374 2.14840  -0.1136
C -4.05008 -2.24142 2.93806  -0.2528
C -2.73408 -2.00780 2.17135  -0.2229
C -1.92190 -0.80187 2.66936  -0.1918
C -0.46576 -0.78490 2.16949  -0.2023
C 0.56076 -0.81938 3.30937  -0.2123
C 0.77878 -2.20909 3.91134  -0.1876
C 1.40479 -3.22723 2.94724  -0.2076
C 0.78925 -4.62351 3.04085  -0.2064
C 1.38485 -5.63138 2.04107  -0.1845
C 0.58967 -5.83638 0.73715  -0.1861
C -0.01755 -4.55396 0.18005  -0.2142
C -0.57592 -4.72369 -1.22941  -0.0998
C -1.28417 -3.50626 -1.73800  -0.1654
C -2.39885 -3.55534 -2.57672  0.0545
C -2.96354 -2.36810 -2.96476  0.0433
C -2.40065 -1.17251 -2.48842  -0.0760
N -1.36574 -1.12709 -1.70621  0.1498
N -0.85197 -2.31191 -1.37422  0.1210
H -6.18909 -1.95784 2.72194  0.0719
H -5.36916 -2.39888 1.23752  0.0663
H -5.20393 -0.75846 1.85184  0.0730
H -4.14390 -3.30540 3.15330  0.1030
H -4.00323 -1.71536 3.88918  0.1049
H -2.95725 -1.87946 1.11000  0.0927
H -2.09745 -2.88424 2.30224  0.0822
H -2.42313 0.11033 2.35015  0.1147
H -1.92632 -0.84687 3.75719  0.1067
H -0.28983 -1.65614 1.52872  0.0654
H -0.28242 0.09254 1.55048  0.1059
H 0.16703 -0.17619 4.09996  0.1111
H 1.50674 -0.37232 3.00380  0.0962
H 1.42077 -2.10026 4.78323  0.1137
H -0.18304 -2.58165 4.27412  0.1101
H 2.46398 -3.33574 3.18499  0.1189
H 1.37264 -2.85804 1.92251  0.0813
H -0.29680 -4.56822 2.94538  0.0995
H 0.97619 -4.98757 4.05129  0.1179
H 1.43535 -6.59841 2.53923  0.1098
H 2.41342 -5.35823 1.81016  0.1140
H -0.18226 -6.59074 0.88683  0.1204
H 1.27008 -6.23584 -0.01753  0.1165
H -0.80161 -4.17977 0.83222  0.1027
H 0.78164 -3.80619 0.17555  0.1055
H 0.20365 -5.01600 -1.93464  0.1467
H -1.30998 -5.53105 -1.23919  0.1361
H -2.78582 -4.51082 -2.89333  0.1390
H -3.82108 -2.31951 -3.61806  0.1327
H -2.83681 -0.22404 -2.76082  0.1160
H -0.06460 -2.25560 -0.73770  0.1601
C 8.21659 4.60603 3.56834  -0.1083
O 6.97986 4.03412 3.20418  -0.1962
C 7.11870 3.02837 2.21893  -0.2120
C 5.89582 2.14181 2.18295  -0.1872
O 5.84823 1.18047 3.22581  -0.1279
C 5.44007 1.63651 4.50596  -0.1813
C 3.94499 1.79754 4.65054  -0.2065
O 3.49783 2.99761 4.04618  -0.1873
C 2.11374 2.98046 3.79937  -0.1115
H 8.70135 5.08839 2.71198  0.0889
H 8.01818 5.35685 4.32994  0.0886
H 8.89394 3.85048 3.98268  0.0894
H 8.00290 2.41244 2.42361  0.1289
H 7.24393 3.50101 1.23430  0.1287
H 5.94441 1.55553 1.26253  0.1251
H 4.98552 2.74506 2.15573  0.1223
H 5.95671 2.55651 4.78538  0.1252
H 5.75104 0.84947 5.19592  0.1286
H 3.68935 1.81545 5.71942  0.1306
H 3.44865 0.93369 4.18784  0.1152
H 1.85251 2.15757 3.12079  0.0731
H 1.84618 3.92372 3.32780  0.0897
H 1.54285 2.87280 4.72971  0.0908
C -0.69334 1.78494 -4.56891  -0.1158
O -1.53743 2.30990 -5.55997  -0.1806
C -2.60019 1.43456 -5.88000  -0.2122
C -3.74600 2.16709 -6.53841  -0.1839
O -4.56115 2.88353 -5.62917  -0.1269
C -4.08827 4.15295 -5.19595  -0.1806
C -4.26646 5.25371 -6.21436  -0.2102
O -3.26718 5.17306 -7.21303  -0.1984
C -3.59891 5.91763 -8.36540  -0.1056
H -0.24135 0.83695 -4.89098  0.0878
H 0.09881 2.50625 -4.38284  0.0934
H -1.24674 1.62313 -3.63273  0.0744
H -2.97552 0.94928 -4.96601  0.1057
H -2.23053 0.65596 -6.56335  0.1298
H -4.40503 1.41277 -6.97441  0.1292
H -3.38165 2.80608 -7.34477  0.1270
H -3.04769 4.09827 -4.86891  0.1227
H -4.70491 4.40040 -4.33004  0.1276
H -4.19385 6.22392 -5.70369  0.1307
H -5.26364 5.17017 -6.66327  0.1305
H -4.52996 5.55452 -8.81497  0.0897
H -2.78950 5.79150 -9.08082  0.0887
H -3.70572 6.98306 -8.13443  0.0901

Cartesian forces (eV/Å) of the 3 atoms listed first:
C 0.1533 -0.1166 0.0114
C 0.0750 -0.0063 -0.4679
C 0.0932 0.1608 0.5229

---

Which formula does entry 2 have? C29H59N2O6